The following is a quantum chemistry calculation of a structure of composition C30H27BrCl5IN3O4V in a non-equilibrium geometry, from OMol25.

Last column: Löwdin charge in e.
Geometry (Å):
V (-0.8375, -0.6773, -0.3772)  0.65
N (-0.8042, 1.3112, 0.6082)  0.04
C (-1.7136, 2.4268, 0.3860)  -0.21
C (-1.3625, 3.6225, 1.0079)  -0.06
C (-2.1612, 4.7500, 0.9451)  -0.11
C (-3.3639, 4.6544, 0.2628)  -0.11
C (-3.7023, 3.4670, -0.3659)  -0.05
C (-2.8836, 2.3215, -0.3840)  -0.09
C (-3.3636, 1.0926, -1.1453)  -0.17
C (-4.4664, 1.2716, -2.0036)  -0.08
C (-5.1333, 0.1958, -2.5649)  -0.12
C (-4.7197, -1.0929, -2.2318)  -0.12
C (-3.5766, -1.2542, -1.4707)  -0.15
C (-2.7828, -0.1890, -0.9729)  -0.14
H (-0.9909, 0.8962, 1.5395)  0.07
H (0.1322, 1.6921, 0.7003)  0.01
H (-0.4369, 3.6415, 1.5754)  0.07
H (-1.8638, 5.6630, 1.4456)  0.09
H (-4.0469, 5.4955, 0.2239)  0.09
H (-4.6620, 3.4224, -0.8560)  0.09
H (-4.8158, 2.2639, -2.2615)  0.08
H (-5.9720, 0.3637, -3.2324)  0.08
H (-5.2617, -1.9585, -2.6018)  0.09
H (-3.2443, -2.2680, -1.2637)  0.09
Br (4.4427, 5.6585, 2.6725)  0.70
C (4.6527, 3.8173, 3.0335)  -0.75
C (5.5152, 3.4784, 4.0674)  -0.15
C (5.7247, 2.1416, 4.3846)  -0.09
C (5.0831, 1.1524, 3.6695)  -0.08
C (4.2206, 1.4852, 2.6359)  -0.15
C (4.0011, 2.8260, 2.3209)  -0.74
I (2.6651, 3.2076, 0.7853)  1.01
H (6.0152, 4.2627, 4.6180)  0.09
H (6.3945, 1.8856, 5.1968)  0.10
H (5.2435, 0.1076, 3.9089)  0.11
H (3.7153, 0.7226, 2.0489)  0.05
O (-0.9608, -0.2530, 2.9584)  -0.09
C (-1.5001, -1.2884, 2.5211)  -0.53
O (-1.6496, -1.5905, 1.2988)  -0.19
H (-1.8774, -2.0267, 3.2387)  0.11
Cl (0.7024, -3.6042, 0.9258)  0.63
C (0.1745, -3.7002, -0.7751)  -0.63
C (-0.3685, -2.5736, -1.4013)  -0.20
C (-0.5693, -2.7888, -2.7719)  -0.64
Cl (-1.1046, -1.4501, -3.8082)  0.68
C (-0.3537, -3.9995, -3.4416)  -0.70
Cl (-0.6365, -4.1750, -5.1535)  0.62
C (0.1052, -5.1007, -2.7291)  -0.72
Cl (0.3615, -6.6249, -3.5182)  0.63
C (0.3824, -4.9475, -1.3790)  -0.71
Cl (0.9811, -6.3139, -0.4817)  0.62
O (-0.2439, 1.9148, -2.7451)  0.17
C (0.6932, 1.0949, -2.3718)  -0.50
O (0.4920, 0.1547, -1.6244)  -0.08
C (2.0704, 1.3166, -2.9543)  -0.23
N (2.0402, 2.4875, -3.8518)  -0.02
C (2.3923, 2.0533, -5.2273)  -0.19
C (2.0442, 0.5707, -5.2309)  -0.16
C (2.4743, 0.1198, -3.8333)  -0.11
H (2.7566, 1.4531, -2.1184)  0.12
H (2.6323, 3.2339, -3.5186)  0.12
H (0.2214, 2.5478, -3.3531)  0.12
H (3.4585, 2.1917, -5.4242)  0.11
H (1.8343, 2.6250, -5.9663)  0.11
H (2.5552, 0.0299, -6.0259)  0.11
H (0.9680, 0.4249, -5.3533)  0.10
H (3.5560, -0.0228, -3.7931)  0.12
H (1.9872, -0.7970, -3.5027)  0.11
N (2.5336, -0.5373, 0.5642)  0.05
H (1.7150, -0.5664, 1.1715)  0.02
H (2.8701, -1.4943, 0.5397)  0.01
H (2.1802, -0.3351, -0.3638)  -0.01

Results
⟨S²⟩: 3.766
Total charge: -1
Frontier orbital gap (spin up / spin down), Eh: 0.1853 / 0.2388
Energy relative to the best compared isomer or geometry (same formula, charge and spin), kJ/mol: 103.59
Multiplicity: 4
LUMO (spin up / spin down), eV: 1.77 / 1.77

The following is a quantum chemistry calculation of a structure of composition C30H27BrN4S2W, from OMol25.

Last column: Löwdin charge in e.
Geometry (Å):
W (-1.4118, 1.6962, -0.9567)  1.10
S (-2.0715, 0.0493, 0.5254)  0.76
C (-0.7371, -0.2448, 1.6439)  -0.50
N (-0.8889, -1.0067, 2.6637)  -0.02
C (0.1665, -1.0431, 3.7051)  -0.03
C (1.5372, -0.8537, 3.1080)  -0.03
N (1.5616, 0.2890, 2.1530)  0.00
C (2.8984, 0.9509, 1.9769)  -0.05
C (3.8448, -0.0107, 1.3058)  -0.23
C (4.6679, -0.8309, 2.0741)  -0.03
C (5.5523, -1.6981, 1.4512)  -0.02
C (5.6186, -1.7415, 0.0648)  -0.02
C (4.8083, -0.9126, -0.7033)  -0.05
C (3.9185, -0.0490, -0.0856)  -0.05
C (0.5169, 0.5300, 1.4561)  -0.46
S (0.5080, 1.7658, 0.1431)  0.77
C (-2.1140, -1.8339, 2.8952)  -0.06
C (-2.1939, -2.9584, 1.8851)  -0.26
C (-1.1424, -3.8626, 1.7496)  -0.04
C (-1.2607, -4.9340, 0.8784)  -0.04
C (-2.4343, -5.1103, 0.1518)  -0.04
C (-3.4837, -4.2137, 0.2918)  -0.04
C (-3.3630, -3.1296, 1.1529)  -0.05
H (0.1226, -2.0096, 4.2029)  0.16
H (-0.0891, -0.2771, 4.4431)  0.17
H (1.8816, -1.7297, 2.5546)  0.16
H (2.2583, -0.6497, 3.8965)  0.16
H (3.2357, 1.2125, 2.9798)  0.16
H (2.7516, 1.8639, 1.4062)  0.10
H (4.6654, -0.7624, 3.1570)  0.13
H (6.2084, -2.3175, 2.0476)  0.13
H (6.3241, -2.4033, -0.4194)  0.13
H (4.8986, -0.9193, -1.7812)  0.12
H (3.3280, 0.6359, -0.6871)  0.10
H (-2.9861, -1.1823, 2.8275)  0.13
H (-2.0436, -2.1994, 3.9184)  0.15
H (-0.2453, -3.7768, 2.3566)  0.11
H (-0.4579, -5.6544, 0.7958)  0.12
H (-2.5390, -5.9667, -0.5010)  0.13
H (-4.4088, -4.3719, -0.2465)  0.12
H (-4.1986, -2.4511, 1.2853)  0.12
Br (-2.9575, 7.6537, 0.7181)  0.99
C (-2.4241, 6.2234, -0.3173)  -0.65
C (-2.7756, 4.9294, 0.0499)  -0.06
C (-2.3882, 3.8705, -0.7781)  -0.15
C (-1.6797, 4.1194, -1.9954)  -0.26
C (-1.2805, 5.4077, -2.3090)  0.06
C (-1.6754, 6.4507, -1.4899)  -0.01
N (-1.3345, 2.9402, -2.6527)  -0.08
C (-1.0640, 2.5556, -3.8377)  0.06
C (-0.8150, 1.1133, -3.8800)  -0.20
C (-0.5144, 0.4176, -5.0193)  0.08
C (-0.3729, -0.9753, -4.9473)  0.07
C (-0.5471, -1.6031, -3.7278)  0.03
C (-0.8486, -0.8498, -2.6053)  -0.06
N (-0.9770, 0.4973, -2.6518)  -0.08
H (-3.3717, 4.7569, 0.9359)  0.13
H (-2.9992, 2.9614, -0.5057)  0.10
H (-0.6850, 5.5972, -3.1937)  0.15
H (-1.4101, 7.4663, -1.7574)  0.14
H (-1.0703, 3.1873, -4.7220)  0.18
H (-0.4002, 0.9452, -5.9583)  0.16
H (-0.1432, -1.5487, -5.8375)  0.15
H (-0.4632, -2.6775, -3.6345)  0.15
H (-1.0066, -1.3273, -1.6497)  0.10

Results
Total charge: +4
Frontier orbital gap (spin up / spin down), Eh: 0.1740 / 0.1715
Energy relative to the best compared isomer or geometry (same formula, charge and spin), kJ/mol: 0.00
LUMO (spin up / spin down), eV: -14.02 / -14.09

The following is a quantum chemistry calculation of a structure of composition C30H27Cl4N5O4PdS2, from OMol25.

Last column: Löwdin charge in e.
Geometry (Å):
Pd (2.2917, 0.8732, 0.5473)  0.91
N (6.0347, 2.2127, -1.1112)  0.21
C (4.8187, 2.0130, -0.5937)  -0.53
O (4.3810, 0.8664, -0.4211)  -0.04
C (3.9990, 3.2175, -0.2083)  -0.19
C (2.5302, 2.9353, -0.3945)  -0.14
H (6.5969, 1.4205, -1.3771)  0.13
H (6.3902, 3.1379, -1.2770)  0.12
H (4.3097, 4.1008, -0.7767)  0.13
H (4.2260, 3.4147, 0.8436)  0.11
H (2.2281, 2.7780, -1.4284)  0.07
H (1.8609, 3.5982, 0.1432)  0.06
Cl (-7.5168, 2.2214, -5.8593)  0.73
C (-6.4861, 1.9447, -4.5064)  -0.65
C (-5.4675, 1.0131, -4.5934)  -0.08
C (-4.6640, 0.8037, -3.4854)  -0.02
C (-4.8433, 1.5076, -2.2977)  -0.20
C (-3.9162, 1.2142, -1.1460)  -0.30
C (-2.9236, 2.3323, -0.8798)  -0.05
N (-1.8713, 1.8887, 0.0338)  -0.05
C (-1.9551, 1.8153, 1.4062)  -0.03
C (-0.7381, 1.3626, 1.8308)  -0.13
N (0.0682, 1.1372, 0.7420)  -0.03
C (-0.6334, 1.4860, -0.3132)  -0.16
O (-4.6279, 0.9322, 0.0678)  -0.11
C (-4.9507, -0.4275, 0.2588)  -0.12
C (-4.0622, -1.0243, 1.3284)  -0.21
C (-2.7323, -1.5559, 1.1710)  -0.89
Cl (-1.8962, -1.7164, -0.2364)  0.93
S (-2.0217, -2.1173, 2.6421)  1.11
C (-3.4300, -1.6622, 3.4712)  -0.27
C (-4.4215, -1.0917, 2.6509)  -0.05
C (-5.8679, 2.4468, -2.2508)  -0.56
Cl (-6.1514, 3.4184, -0.8341)  0.76
C (-6.6919, 2.6653, -3.3402)  -0.11
H (-5.3152, 0.4586, -5.5088)  0.12
H (-3.8711, 0.0648, -3.5465)  0.12
H (-3.3375, 0.3283, -1.4244)  0.11
H (-3.4167, 3.2043, -0.4567)  0.12
H (-2.4650, 2.6166, -1.8248)  0.15
H (-2.8415, 2.1208, 1.9356)  0.14
H (-0.3903, 1.1945, 2.8373)  0.09
H (-0.2942, 1.4268, -1.3364)  0.15
H (-4.9083, -0.9885, -0.6778)  0.14
H (-5.9725, -0.4779, 0.6324)  0.15
H (-3.4977, -1.8326, 4.5388)  0.11
H (-5.3811, -0.7612, 3.0264)  0.15
H (-7.4841, 3.3990, -3.2821)  0.11
S (2.6525, 1.4216, 2.8294)  0.70
C (4.1930, 0.6208, 2.9292)  -0.73
N (4.2220, -0.6504, 3.3733)  0.09
C (5.3311, -1.4037, 3.3645)  -0.01
C (6.5016, -0.8371, 2.9522)  0.01
C (6.4414, 0.5046, 2.5821)  -0.05
N (5.3198, 1.2158, 2.5591)  0.11
H (3.3315, -1.0707, 3.6083)  0.15
H (5.2327, -2.4261, 3.6992)  0.15
H (7.4207, -1.4019, 2.9234)  0.13
H (7.3435, 1.0326, 2.2927)  0.13
Cl (1.8093, -7.4991, -1.5709)  0.71
C (1.9478, -5.8456, -1.0811)  -0.66
C (1.0322, -4.9182, -1.5497)  -0.09
C (1.1544, -3.5933, -1.1593)  -0.04
C (2.1676, -3.1998, -0.2944)  -0.15
C (3.0792, -4.1439, 0.1619)  -0.01
C (2.9783, -5.4677, -0.2340)  -0.08
C (2.2774, -1.7792, 0.1409)  -0.59
O (2.8794, -1.4630, 1.1873)  -0.06
O (1.7126, -0.8905, -0.5962)  -0.10
H (0.2464, -5.2358, -2.2226)  0.11
H (0.4697, -2.8482, -1.5432)  0.08
H (3.8764, -3.8280, 0.8220)  0.11
H (3.6885, -6.2092, 0.1066)  0.11

Results
⟨S²⟩: 6.030
Total charge: +2
Frontier orbital gap (spin up / spin down), Eh: 0.2283 / 0.1400
Multiplicity: 5
LUMO (spin up / spin down), eV: -6.24 / -9.17